The molecule C7H11NO4S, computed with ωB97M-V/def2-TZVPD.

```
24
Properties=species:S:1:pos:R:3:forces:R:3:nbo_charge:R:1
H -3.808126 1.428258 0.178140 -0.6923 -0.3969 -0.2887 0.32
N -3.322283 0.967420 0.939064 1.0035 0.4804 0.1693 -0.58
C -2.234086 0.461576 0.484715 -1.1605 1.2237 1.0930 0.23
C -1.229184 0.083346 1.470972 0.9921 0.2279 0.7249 -0.19
C -0.178481 -0.667922 1.127553 -0.7985 -0.4062 0.0565 -0.23
C 0.052550 -1.160205 -0.266849 1.4040 1.3196 -0.5884 0.25
O 0.733974 -2.342157 -0.341972 -0.5317 1.6541 4.0950 -0.67
S 1.563497 0.311829 -0.854331 -0.0263 -0.9053 -1.0038 2.13
O 2.818326 -0.355027 -1.216462 -1.3137 0.5348 0.5991 -0.93
O 1.034489 1.294769 -1.782938 -0.0043 -0.5835 0.5065 -0.94
O 1.729646 1.080597 0.524852 0.1726 0.1913 -0.5323 -0.72
C 2.939755 0.815706 1.222838 -1.2613 -0.1106 2.5898 -0.26
C -0.958665 -0.821456 -1.349956 -1.8837 0.2873 0.3071 -0.50
C -1.976783 0.320245 -0.967656 -0.5081 0.8158 -2.3726 -0.47
H -1.200835 0.581820 2.499104 -0.6366 -0.9825 -1.5857 0.24
H 0.499010 -0.864075 1.943539 0.6247 -0.3883 -0.4258 0.23
H 0.772513 -2.751973 -1.148078 -0.0782 -1.1424 -3.4745 0.49
H 3.153951 -0.249299 1.236309 0.3043 0.0182 -0.2396 0.20
H 2.640919 1.089799 2.288492 0.9228 -0.0599 -1.2773 0.19
H 3.717401 1.414760 0.809766 0.7414 0.2719 -0.0144 0.20
H -1.656374 -1.619160 -1.669838 1.0474 -0.3643 0.3694 0.24
H -0.393282 -0.456386 -2.187938 -0.0435 -0.1958 -0.6430 0.26
H -3.035833 0.151594 -1.412515 1.9080 -0.2195 0.4291 0.23
H -1.662110 1.285951 -1.526821 -0.1820 -1.2698 1.5063 0.27
```
Forces are in eV/Å.

Summary:
Lowest unoccupied orbital energy = -0.149 eV
Relative energy (zero: lowest compared OMol25 entry of this formula, charge and spin) = 307.2 kJ/mol
Total energy = -27949.5860 eV
Multiplicity = 1
Gap between HOMO and LUMO = 9.17 eV
Charge = 0
Structure (SMILES) = [H]/N=C1/C=C[C@](O)(S(=O)(=O)OC)CC1